(1)
Density functional theory data (wB97M-V/def2-TZVPD) for a 2-piece molecular cluster, C9H11O3 overall at a distorted geometry.

Last columns: bonded neighbours and bond lengths (Å).
Geometry (Å):
1 C -1.84513 -1.20303 1.97221  C2 1.519, H5 1.076, H6 1.092, H7 1.113
2 C -2.59999 -0.20396 2.83244  C1 1.519, O3 1.311, O4 1.222
3 O -2.28496 1.04902 2.60883  C2 1.311, H18 1.049
4 O -3.35350 -0.50450 3.74580  C2 1.222
5 H -0.78662 -1.06932 2.11307  C1 1.076
6 H -1.96501 -0.88889 0.93346  C1 1.092
7 H -2.13706 -2.23787 2.26020  C1 1.113
8 C 3.00049 -0.65274 -2.07286  C12 1.517, H20 1.100, H21 1.094, H23 1.173
9 C -0.57492 0.53896 -1.68251  C10 1.393, C11 1.408, H16 1.081
10 C 0.48433 -0.24084 -2.14215  C9 1.393, C12 1.388, H17 1.108
11 C -0.64265 0.99279 -0.35139  C9 1.408, C13 1.443, O15 1.288
12 C 1.70827 -0.10100 -1.50167  C8 1.517, C10 1.388, C14 1.431
13 C 0.58003 1.10635 0.40591  C11 1.443, C14 1.379, H19 1.083
14 C 1.67717 0.57916 -0.24294  C12 1.431, C13 1.379, H22 1.086
15 O -1.75474 1.39216 0.16185  C11 1.288
16 H -1.51114 0.76256 -2.17407  C9 1.081
17 H 0.53885 -0.58703 -3.19337  C10 1.108
18 H -1.76408 1.22410 1.71531  O3 1.049
19 H 0.78819 1.84622 1.16886  C13 1.083
20 H 2.61578 -1.46365 -2.70959  C8 1.100
21 H 3.69733 -1.02135 -1.31479  C8 1.094
22 H 2.64212 0.54337 0.25504  C14 1.086
23 H 3.48724 0.13949 -2.78764  C8 1.173

Net charge = -1

***

(2)
Density functional theory data (wB97M-V/def2-TZVPD) for a 5-piece molecular cluster, C20H35N5 overall at a distorted geometry.

Last columns: bonded neighbours and bond lengths (Å).
Geometry (Å):
1 C 19.14023 5.56761 2.66561  C2 1.496, H6 1.090, H7 1.090, H8 1.090
2 C 19.52470 6.68847 1.75245  C1 1.496, C3 1.582, H9 1.090, H10 1.090
3 C 20.53394 6.11255 0.67876  C2 1.582, C4 1.481, H11 1.090, H12 1.090
4 C 21.56180 5.20974 1.24476  C3 1.481, N5 1.138
5 N 22.32554 4.49660 1.69512  C4 1.138
6 H 18.83464 4.83838 1.91533  C1 1.090
7 H 18.24908 5.89729 3.19972  C1 1.090
8 H 19.94919 5.18143 3.28574  C1 1.090
9 H 20.04290 7.41931 2.37329  C2 1.090
10 H 18.66863 7.16443 1.27420  C2 1.090
11 H 21.07442 6.87365 0.11600  C3 1.090
12 H 19.94036 5.52867 -0.02470  C3 1.090
13 C 25.28599 6.40104 7.54058  C14 1.536, H18 1.090, H19 1.090, H20 1.090
14 C 26.48362 7.36189 7.50469  C13 1.536, C15 1.527, H21 1.090, H22 1.090
15 C 27.82401 6.63584 7.42091  C14 1.527, C16 1.448, H23 1.090, H24 1.090
16 C 28.96081 7.51099 7.22111  C15 1.448, N17 1.194
17 N 29.93010 8.19870 7.11054  C16 1.194
18 H 25.43449 5.68076 8.34509  C13 1.090
19 H 25.16799 5.78923 6.64623  C13 1.090
20 H 24.40282 7.01314 7.72352  C13 1.090
21 H 26.51952 7.91805 8.44143  C14 1.090
22 H 26.42641 8.08622 6.69218  C14 1.090
23 H 27.92478 5.89116 6.63134  C15 1.090
24 H 28.12057 6.09026 8.31672  C15 1.090
25 C 11.42725 12.71970 9.38656  C26 1.529, H30 1.090, H31 1.090, H32 1.090
26 C 10.37885 13.52940 10.14977  C25 1.529, C27 1.534, H33 1.090, H34 1.090
27 C 8.97029 13.00872 9.83631  C26 1.534, C28 1.458, H35 1.090, H36 1.090
28 C 8.18387 13.39294 8.67038  C27 1.458, N29 1.138
29 N 7.55533 13.61100 7.74698  C28 1.138
30 H 12.32020 13.34065 9.45815  C25 1.090
31 H 11.14778 12.63974 8.33603  C25 1.090
32 H 11.61918 11.69667 9.71011  C25 1.090
33 H 10.34562 14.55189 9.77359  C26 1.090
34 H 10.67081 13.66457 11.19120  C26 1.090
35 H 8.28237 13.12489 10.67378  C27 1.090
36 H 9.11762 11.92975 9.78937  C27 1.090
37 C 17.06899 11.88261 4.59774  C38 1.553, H42 1.090, H43 1.090, H44 1.090
38 C 17.24277 11.17964 5.97131  C37 1.553, C39 1.547, H45 1.090, H46 1.090
39 C 18.61371 11.49444 6.61605  C38 1.547, C40 1.493, H47 1.090, H48 1.090
40 C 19.80339 11.27262 5.74159  C39 1.493, N41 1.154
41 N 20.76327 11.12233 5.11912  C40 1.154
42 H 17.75237 11.45730 3.86274  C37 1.090
43 H 17.29250 12.94771 4.65842  C37 1.090
44 H 16.08699 11.75174 4.14311  C37 1.090
45 H 17.13529 10.10570 5.81904  C38 1.090
46 H 16.45795 11.50425 6.65455  C38 1.090
47 H 18.65305 10.93513 7.55078  C39 1.090
48 H 18.50515 12.53409 6.92502  C39 1.090
49 C 17.25051 6.65731 11.25716  C50 1.567, H54 1.090, H55 1.090, H56 1.090
50 C 18.58207 5.87826 10.98052  C49 1.567, C51 1.492, H57 1.090, H58 1.090
51 C 19.71123 6.06683 11.93741  C50 1.492, C52 1.495, H59 1.090, H60 1.090
52 C 20.09473 7.46528 12.30067  C51 1.495, N53 1.147
53 N 20.37007 8.52439 12.64331  C52 1.147
54 H 16.44126 6.26021 10.64435  C49 1.090
55 H 17.36236 7.72749 11.08305  C49 1.090
56 H 16.82214 6.54331 12.25295  C49 1.090
57 H 18.87195 6.18543 9.97567  C50 1.090
58 H 18.37188 4.82235 10.81033  C50 1.090
59 H 20.57630 5.60026 11.46618  C51 1.090
60 H 19.52272 5.52473 12.86408  C51 1.090

Net charge = 0

***

(3)
Density functional theory data (wB97M-V/def2-TZVPD) for an isolated ion of composition C6H10N2OP and charge +1 at a distorted geometry.

Last columns: bonded neighbours and bond lengths (Å).
Geometry (Å):
1 C 2.59969 0.49520 -0.70206  C2 1.566, H11 1.052, H12 1.171, H13 1.110
2 C 1.77301 0.19374 -1.99749  C1 1.566, P3 1.779, H14 1.076, H15 1.120
3 P 0.03164 -0.08225 -1.76053  C2 1.779, O4 1.402, C5 1.836, N6 1.838
4 O -0.89275 -0.51833 -2.71985  P3 1.402
5 C -0.45363 -0.32314 -0.00593  P3 1.836, N6 1.354, N9 1.375
6 N -0.60944 0.96473 -0.39326  P3 1.838, C5 1.354, C7 1.340
7 C -1.50865 1.57553 0.39003  N6 1.340, C8 1.398, H16 1.067
8 C -1.92221 0.67495 1.37547  C7 1.398, N9 1.365, H17 1.013
9 N -1.30877 -0.50221 1.05614  C5 1.375, C8 1.365, C10 1.488
10 C -1.42579 -1.73828 1.87597  N9 1.488, H18 1.074, H19 1.117, H20 1.049
11 H 3.63020 0.67985 -0.80720  C1 1.052
12 H 2.14997 1.34629 -0.03563  C1 1.171
13 H 2.55057 -0.31702 0.05257  C1 1.110
14 H 2.03509 -0.72493 -2.49200  C2 1.076
15 H 2.03704 1.00153 -2.72716  C2 1.120
16 H -1.75759 2.61315 0.38457  C7 1.067
17 H -2.63000 0.65311 2.10039  C8 1.013
18 H -0.53280 -1.77095 2.47187  C10 1.074
19 H -2.34584 -1.51724 2.46932  C10 1.117
20 H -1.41975 -2.70372 1.46477  C10 1.049

Net charge = +1

***

(4)
Density functional theory data (wB97M-V/def2-TZVPD) for a single C3H6N2 molecule at a distorted geometry.

Last columns: bonded neighbours and bond lengths (Å).
Geometry (Å):
1 C 0.92944 0.70187 0.32497  C2 1.541, C3 1.495, H6 1.016, H7 1.070
2 C 0.97041 -0.66989 -0.37589  C1 1.541, C3 1.452, H8 1.066, H9 1.151
3 C -0.30261 -0.07451 -0.01187  C1 1.495, C2 1.452, N4 1.390, N5 1.437
4 N -1.45301 0.39113 -0.63703  C3 1.390, N5 1.443, H10 0.993
5 N -1.57385 -0.32844 0.60842  C3 1.437, N4 1.443, H11 1.054
6 H 1.15221 0.69598 1.31646  C1 1.016
7 H 1.29503 1.43711 -0.36077  C1 1.070
8 H 1.31617 -0.55312 -1.37780  C2 1.066
9 H 1.22770 -1.59781 0.25409  C2 1.151
10 H -1.63965 1.32082 -0.34275  N4 0.993
11 H -1.92183 -1.32312 0.60216  N5 1.054

Net charge = 0

***

(5)
Density functional theory data (wB97M-V/def2-TZVPD) for a single C2H8S2Si2 molecule at a distorted geometry.

Last columns: bonded neighbours and bond lengths (Å).
Geometry (Å):
1 C -0.09672 0.68607 -1.66566  C2 1.538, S6 1.864, H7 1.035, H8 1.053
2 C 0.67785 1.29547 -0.48530  C1 1.538, S3 1.817, H9 1.015, H10 1.023
3 S -0.43081 1.74919 0.88067  C2 1.817, Si4 2.228
4 Si -0.33505 -0.17604 1.99853  S3 2.228, Si5 2.354, H11 1.494, H12 1.632
5 Si -0.26767 -1.64106 0.15713  Si4 2.354, S6 2.193, H13 1.389, H14 1.632
6 S 0.37173 -1.10671 -1.87149  C1 1.864, Si5 2.193
7 H -1.08907 0.70237 -1.37134  C1 1.035
8 H 0.25196 0.96395 -2.61974  C1 1.053
9 H 1.37633 0.59795 -0.24707  C2 1.015
10 H 1.08897 2.22259 -0.62272  C2 1.023
11 H -1.47257 -0.18131 2.96686  Si4 1.494
12 H 1.13566 -0.23736 2.70396  Si4 1.632
13 H -1.63541 -1.75810 -0.05163  Si5 1.389
14 H 0.42479 -3.11701 0.22780  Si5 1.632

Net charge = 0

***

(6)
Density functional theory data (wB97M-V/def2-TZVPD) for a 4-piece molecular cluster, C4H15NO3 overall at a distorted geometry.

Last columns: bonded neighbours and bond lengths (Å).
Geometry (Å):
1 C 0.63916 1.38768 2.96491  C2 1.495, H6 1.067, H7 1.077, H8 1.141
2 C 1.22882 1.41002 1.59133  C1 1.495, C3 1.334, H9 1.085
3 C 0.89773 0.70189 0.51047  C2 1.334, N4 1.417, H10 1.094
4 N 1.70115 0.79486 -0.65298  C3 1.417, C5 1.469, H11 0.999
5 C 0.92508 0.48533 -1.86091  N4 1.469, H12 1.112, H13 1.095, H14 1.114
6 H 0.18471 0.47400 3.27758  C1 1.067
7 H 1.42793 1.74857 3.60402  C1 1.077
8 H -0.11102 2.24663 2.91818  C1 1.141
9 H 1.89522 2.26672 1.60182  C2 1.085
10 H 0.15286 -0.09879 0.53477  C3 1.094
11 H 2.35794 1.54718 -0.64873  N4 0.999
12 H 1.70308 0.06090 -2.53203  C5 1.112
13 H 0.39650 -0.44914 -1.64804  C5 1.095
14 H 0.21048 1.24371 -2.25410  C5 1.114
15 O -2.67213 2.96918 -3.54000  H16 0.966, H17 0.960
16 H -2.95215 3.58983 -4.22589  O15 0.966
17 H -3.36215 2.30857 -3.44733  O15 0.960
18 O 0.77825 -3.28021 -1.40044  H19 0.953, H20 0.954
19 H 1.00306 -3.37026 -2.32228  O18 0.953
20 H -0.12402 -3.26746 -1.09127  O18 0.954
21 O -2.38530 -4.36354 3.01037  H22 0.960, H23 0.955
22 H -1.65175 -4.95671 2.83418  O21 0.960
23 H -2.24346 -3.44898 2.77637  O21 0.955

Net charge = 0

***

For each record above, in turn, the calculated DFT total energy values are -575.3168, -1056.7471, -760.4227, -227.2818, -1456.3195, -441.7978 hartree.
For each record above, in turn, the calculated molar mass values are 167.18, 345.53, 157.13, 70.09, 152.39, 125.17 g/mol.
For each record above, in turn, the calculated ΔE to the lowest compared entry with this formula, charge and spin values are 109.3, 182.5, 18.7, 375.5, 147.0, 220.8 kJ/mol.